# C56H42AsBCl4F3N6O4STa

C56H42AsBCl4F3N6O4STa as an isolated structure in a non-equilibrium geometry (wB97M-V/def2-TZVPD, the OMol25 dataset).

Positions of all 119 atoms, in Å:
Ta  0.22907  0.41617  -0.17930
C  1.85379  4.89412  -3.34994
C  0.94628  3.75036  -3.03749
C  -0.06117  3.17940  -3.76211
C  -0.63801  2.15464  -2.97806
N  -0.01083  2.14042  -1.80622
N  0.86337  3.12561  -1.81605
B  1.30044  3.73674  -0.45675
N  2.36481  2.84662  0.18454
N  2.19010  1.53784  0.49508
C  3.29837  1.12359  1.15451
C  4.17788  2.25124  1.19581
C  3.57709  3.26836  0.53952
C  4.08184  4.60346  0.22657
C  3.79926  -0.10894  1.69519
C  4.49014  -1.03090  0.87282
C  5.23648  -2.03960  1.38658
C  5.31017  -2.25700  2.76535
C  4.43358  -1.49196  3.58470
C  3.80146  -0.34695  3.08258
N  0.05784  3.64371  0.47052
N  -0.27585  2.45973  0.98237
C  -1.06946  2.69611  2.05011
C  -1.20403  4.11416  2.18125
C  -0.46126  4.67557  1.18364
C  -0.31162  6.10512  0.92820
C  -1.58727  1.79320  3.15112
C  -1.57951  2.27771  4.45243
C  -2.29300  1.67326  5.50781
C  -3.06159  0.52797  5.24689
C  -2.88226  -0.08192  4.04516
C  -2.21769  0.56948  2.94803
C  -1.83094  1.43111  -3.43575
C  -1.94516  0.10199  -3.79573
C  -3.11612  -0.31984  -4.40508
C  -4.24781  0.46838  -4.43566
C  -4.17703  1.74665  -3.94803
C  -2.95117  2.25441  -3.54525
H  1.45450  5.40932  -4.16155
H  2.11361  5.54949  -2.55503
H  2.83410  4.48135  -3.56707
H  -0.42657  3.48981  -4.70904
H  1.66549  4.83142  -0.63490
H  5.12632  2.22269  1.74983
H  4.98475  4.73898  0.78711
H  4.27629  4.66825  -0.79458
H  3.37583  5.42993  0.56785
H  4.44779  -0.94787  -0.21556
H  5.76119  -2.69822  0.75978
H  5.91089  -3.04693  3.25339
H  4.34385  -1.64907  4.64083
H  3.15530  0.20334  3.74479
H  -1.69470  4.65240  3.01678
H  -1.22706  6.65369  0.61951
H  0.01044  6.62140  1.84618
H  0.42514  6.32909  0.16603
H  -1.10338  3.23568  4.65866
H  -2.32761  2.13378  6.46773
H  -3.55483  0.05638  6.10546
H  -3.18176  -1.14353  3.92473
H  -2.20321  0.11378  1.96798
H  -1.16361  -0.61094  -3.75045
H  -3.14478  -1.30440  -4.79823
H  -5.22419  0.08308  -4.76807
H  -5.04777  2.41089  -4.07534
H  -2.80154  3.25589  -3.19478
Cl  2.81246  -5.07972  3.06097
C  2.17310  -3.51870  2.70671
C  1.67069  -2.74919  3.74726
Cl  1.63836  -3.41688  5.38654
C  0.96721  -1.55930  3.54167
Cl  0.42841  -0.59649  4.83226
C  0.90098  -1.18359  2.15117
O  0.28978  -0.06786  1.70347
C  1.53491  -1.86207  1.12731
O  1.48029  -1.22730  -0.05504
C  2.17823  -3.05011  1.39032
Cl  2.85219  -3.93800  0.13325
S  -2.23914  0.98051  -0.37559
C  -3.41338  -0.33667  -0.61317
C  -4.74335  0.06272  -0.60138
C  -5.76109  -0.83770  -0.67006
C  -5.49712  -2.20908  -0.69169
C  -4.15094  -2.59193  -0.66859
C  -3.12890  -1.68567  -0.77384
As  -1.23668  -2.02476  -0.61118
C  -1.13450  -3.33970  0.81317
C  -0.69849  -4.64319  0.55036
C  -0.58502  -5.53011  1.58793
C  -0.95619  -5.25614  2.85358
C  -1.43214  -4.01249  3.13492
C  -1.50133  -3.03109  2.13030
C  -0.81926  -2.89050  -2.29702
C  -1.77351  -3.25768  -3.21024
C  -1.46669  -4.03154  -4.29295
C  -0.14826  -4.50728  -4.45571
C  0.79573  -4.17429  -3.49475
C  0.49508  -3.32710  -2.42201
H  -4.96379  1.13027  -0.43768
H  -6.76636  -0.51414  -0.68921
H  -6.27642  -2.93883  -0.56844
H  -3.89213  -3.61407  -0.54921
H  -0.43603  -5.02472  -0.50921
H  -0.19106  -6.50761  1.42179
H  -0.69593  -5.99999  3.64952
H  -1.64401  -3.75408  4.13827
H  -1.91951  -2.06421  2.27288
H  -2.81755  -3.01426  -3.03645
H  -2.16559  -4.23712  -5.06369
H  0.19344  -5.03421  -5.34595
H  1.82938  -4.46327  -3.68130
H  1.29256  -3.00037  -1.79036
F  2.91496  1.33030  -2.19799
C  2.90742  0.31267  -3.12082
F  3.74483  -0.61197  -2.79278
F  3.23129  0.91877  -4.27145
C  1.43543  -0.22431  -3.17882
O  1.03600  -0.67872  -4.25342
O  0.77700  -0.17693  -2.04510

Output
HOMO level in eV: -7.6367
Relative energy (zero: lowest compared OMol25 entry of this formula, charge and spin) in kJ/mol: 0.0
LUMO in eV: -0.4
E in eV: -208034.1512
Multiplicity: 1

# C2H4O4P2

C2H4O4P2 as an isolated structure in a non-equilibrium geometry (wB97M-V/def2-TZVPD, the OMol25 dataset).

Positions of all 12 atoms, in Å:
C  2.19272  -0.82293  1.09601
C  -1.52848  0.55809  0.13497
O  -1.41889  -0.02079  -2.72534
O  -0.16874  1.89804  -1.78237
O  -0.37134  -1.82340  1.05584
O  0.50832  -0.49830  -0.92297
P  0.41325  -0.62893  0.69076
P  -0.77356  0.57040  -1.52910
H  2.53997  0.12283  0.65796
H  2.29323  -0.53198  2.24131
H  -2.19842  -0.29389  0.43865
H  -1.48807  1.47087  0.64428

Output
HOMO level in eV: -0.0103
Relative energy (zero: lowest compared OMol25 entry of this formula, charge and spin) in kJ/mol: 0.0
LUMO in eV: 6.9
E in eV: -28906.9094
Net charge: -2
Multiplicity: 1

# C45H69F3O9

C45H69F3O9 as an isolated structure in a non-equilibrium geometry (wB97M-V/def2-TZVPD, the OMol25 dataset).

Positions of all 126 atoms, in Å:
F  5.41973  1.04737  -5.05985
C  4.18988  0.59470  -4.97796
C  3.61220  0.51387  -3.75826
C  2.37744  0.05336  -3.55725
C  1.70829  -0.55492  -4.59764
C  2.38704  -0.73190  -5.83377
C  3.57146  -0.04212  -6.06068
H  4.10865  0.94523  -2.90159
H  1.95192  0.19427  -2.57465
H  0.68201  -0.87431  -4.49219
H  1.83169  -1.06443  -6.69831
H  4.06080  -0.08359  -7.02258
F  -6.32352  2.75539  -1.88519
C  -5.19253  2.18659  -1.40501
C  -4.94656  2.27460  -0.02034
C  -3.76226  1.80676  0.47032
C  -2.79293  1.37243  -0.42083
C  -2.96167  1.26860  -1.81519
C  -4.26450  1.72491  -2.26634
H  -5.71697  2.63749  0.64386
H  -3.50488  1.74137  1.51717
H  -1.83240  1.02057  -0.07446
H  -2.12269  1.07262  -2.46642
H  -4.48937  1.86646  -3.31314
F  -5.21417  -1.58391  -2.22942
C  -4.68033  -1.26583  -1.00326
C  -3.31446  -1.02461  -0.83500
C  -2.81107  -0.72869  0.43657
C  -3.57514  -0.84598  1.59625
C  -4.93308  -1.21395  1.41031
C  -5.43792  -1.39521  0.07782
H  -2.64200  -0.97428  -1.67860
H  -1.76614  -0.51902  0.61139
H  -3.14689  -0.62431  2.56261
H  -5.59599  -1.34215  2.25322
H  -6.49906  -1.50494  -0.09052
C  -3.18240  0.68314  3.30695
C  -1.77442  0.25055  3.35491
O  -1.31617  -0.15561  2.31442
C  -0.93008  0.26779  4.63729
H  -3.74284  -0.23717  3.47135
H  -3.51230  1.02968  2.32757
H  -3.43166  1.48804  3.99840
H  -0.53587  -0.73403  4.80777
H  -1.50980  0.76641  5.41407
H  -0.01715  0.85072  4.51546
C  0.04846  0.31995  -3.05871
C  -0.00372  1.48978  -2.10196
O  -0.90778  1.57900  -1.28445
C  1.19736  2.43116  -2.06882
H  0.66789  0.56167  -3.92242
H  -0.97062  0.10567  -3.38065
H  0.42780  -0.63416  -2.69281
H  2.17737  1.98147  -2.22834
H  1.25817  2.89174  -1.08279
H  1.03554  3.24209  -2.77898
C  -0.57077  3.18922  4.45205
C  0.51102  3.23465  3.40806
O  1.59251  3.77080  3.65143
C  0.20156  2.63238  2.08380
H  -1.37135  3.89139  4.21936
H  -0.08131  3.30005  5.41964
H  -0.92871  2.15976  4.46628
H  0.27168  1.55486  1.93500
H  0.81659  3.10529  1.31815
H  -0.83946  2.77107  1.79203
C  1.20383  -1.18822  1.88953
C  1.16025  -1.90883  3.22121
O  0.98563  -3.14673  3.27120
C  1.49524  -1.06688  4.42564
H  2.26528  -1.07228  1.67044
H  0.58357  -0.29539  1.81073
H  1.02948  -1.90146  1.08393
H  1.60364  0.00539  4.26257
H  2.41024  -1.54222  4.77908
H  0.69120  -1.20608  5.14832
C  3.68701  -0.21763  0.56150
C  5.17742  -0.11702  0.35859
O  5.70859  0.97939  0.27314
C  5.90297  -1.45463  0.26335
H  3.05343  -0.54806  -0.26159
H  3.23076  0.76862  0.64668
H  3.42001  -0.80619  1.43923
H  6.95224  -1.25063  0.04998
H  5.45371  -1.96828  -0.58661
H  5.81088  -1.98992  1.20838
C  0.04956  -3.94002  -3.57516
C  -0.34687  -2.46444  -3.33881
O  -0.00842  -1.55316  -4.07937
C  -1.20437  -2.14688  -2.16890
H  -0.30346  -4.19307  -4.57487
H  -0.32060  -4.59024  -2.78250
H  1.13582  -3.87436  -3.51343
H  -1.77421  -1.29084  -2.53028
H  -0.52950  -1.97145  -1.33113
H  -1.87633  -2.98649  -1.99107
C  -0.47729  0.01373  0.49907
C  0.97949  -0.24428  0.02331
O  1.94246  0.48094  0.28372
C  1.27118  -1.43237  -0.84832
H  -0.45748  1.05504  0.82059
H  -0.81352  -0.59254  1.34019
H  -1.17013  -0.04684  -0.34022
H  1.30185  -1.14476  -1.89925
H  0.60479  -2.25950  -0.60360
H  2.30269  -1.78096  -0.79770
C  -2.23396  -4.14134  0.75367
C  -1.20147  -2.97742  0.79398
O  -0.24265  -2.88033  0.01164
C  -1.24708  -2.13188  2.03790
H  -2.26605  -4.67146  1.70554
H  -1.96485  -4.94118  0.06379
H  -3.16615  -3.64739  0.47953
H  -0.47644  -1.36107  2.04631
H  -0.88847  -2.75680  2.85580
H  -2.27260  -1.83055  2.25148
C  3.37025  3.56197  1.29110
C  2.51747  3.17079  0.13991
O  1.35383  3.53281  -0.07970
C  3.14878  2.29268  -0.88476
H  2.72984  4.02185  2.04376
H  4.12510  4.25119  0.91257
H  3.77036  2.67234  1.77748
H  3.16661  1.32889  -0.37594
H  4.17934  2.62953  -0.99681
H  2.51295  2.27713  -1.76996

Output
HOMO level in eV: -7.4565
Relative energy (zero: lowest compared OMol25 entry of this formula, charge and spin) in kJ/mol: 5045.2
LUMO in eV: -0.3
E in eV: -74311.7549
Multiplicity: 1

# C11H11N2O

An isolated ion of composition C11H11N2O and charge +1 in a non-equilibrium geometry (wB97M-V/def2-TZVPD, the OMol25 dataset).

Positions of all 25 atoms, in Å:
C  -3.94297  -0.05166  0.19345
C  -3.49892  1.28408  0.12123
C  -3.04612  -1.06407  0.09664
C  -2.16991  1.58490  0.01061
C  -1.63294  -0.78192  -0.03496
C  -1.17635  0.58124  -0.01236
C  -0.93086  -1.89462  -0.28582
C  1.57848  -0.43949  1.18164
C  2.97288  -0.89949  0.97827
C  3.50347  -0.26310  -0.33205
C  2.33808  0.58403  -0.84204
N  0.10294  0.98274  -0.03854
N  1.27799  0.28132  0.13588
O  -0.43166  -2.88973  -0.51614
H  -4.99267  -0.26826  0.30975
H  -4.22251  2.08213  0.15343
H  -3.35511  -2.09780  0.10192
H  -1.85164  2.61591  -0.04433
H  3.56052  -0.63456  1.85849
H  2.96669  -1.99011  0.93752
H  4.38010  0.34637  -0.13388
H  3.77685  -1.02723  -1.05585
H  2.55171  1.65514  -0.81526
H  2.00296  0.31681  -1.84637
H  0.23897  1.98738  -0.12124

Output
HOMO level in eV: -12.1285
Relative energy (zero: lowest compared OMol25 entry of this formula, charge and spin) in kJ/mol: 416.5
LUMO in eV: -4.9
E in eV: -16603.0108
Net charge: +1
Multiplicity: 1

Number 1: molecular weight 1360.545 g mol⁻¹. Number 2: molecular weight 153.998 g mol⁻¹. Number 3: molecular weight 811.032 g mol⁻¹. Number 4: molecular weight 187.222 g mol⁻¹.